w | ORCA calculation (ωB97M-V with the def2-TZVPD basis set) on 2 unconnected molecules or ions with the total composition C6H14O2.

Last column: natural (NBO) charge in e.
CARTESIAN COORDINATES (ANGSTROEM)
C: 0.809 -0.957 0.722  -0.39
H: -0.370 -2.578 1.580  0.21
H: -0.616 4.035 -6.000  0.47
O: -0.322 3.744 -5.145  -0.94
H: 2.760 1.435 1.781  0.46
C: -1.413 -1.675 -0.109  -0.17
H: 1.178 -1.491 -0.139  0.22
C: -1.517 -2.793 -0.819  -0.41
H: 0.379 0.577 2.879  0.17
H: 1.417 -1.171 1.620  0.21
H: -2.108 -3.039 -1.694  0.20
O: 2.150 1.253 2.498  -0.73
H: -0.989 -3.712 -0.527  0.18
C: -0.573 -1.593 1.177  -0.43
C: 0.676 0.567 0.643  -0.45
C: 0.800 1.171 2.044  -0.06
H: 0.313 2.150 2.239  0.17
H: -1.123 -0.921 1.841  0.21
H: 1.677 0.835 0.260  0.21
H: -0.223 1.030 0.256  0.22
H: -1.813 -0.762 -0.550  0.20
H: -1.092 3.893 -4.555  0.47

Calculated values
Kohn-Sham gap   10.226 eV
Molecular weight   118.18 Da
SMILES   C=CCCCCO.O
Lowest unoccupied orbital energy   0.8 eV



x | ORCA calculation (ωB97M-V with the def2-TZVPD basis set) on 2 unconnected molecules or ions with the total composition C6H14O2.

Last column: natural (NBO) charge in e.
CARTESIAN COORDINATES (ANGSTROEM)
H: 0.233 -3.191 0.827  0.23
H: -1.404 -3.496 1.425  0.24
C: -1.246 -1.870 0.054  0.43
H: 0.568 -0.921 -0.751  0.20
H: 0.846 0.685 1.727  0.19
C: -0.026 1.043 1.179  -0.67
O: -1.736 -0.760 0.212  -0.53
H: -0.477 -2.114 2.043  0.24
H: -1.286 -2.354 -0.937  0.12
C: -0.407 1.693 -1.382  -0.65
H: 1.609 -0.071 -1.908  0.21
O: 1.709 2.148 -0.293  -0.72
H: 2.162 -0.345 -0.237  0.22
H: -1.229 0.993 -1.422  0.23
H: -0.793 2.662 -1.049  0.20
H: -0.910 0.614 1.619  0.24
H: -0.010 1.827 -2.390  0.20
C: 0.683 1.203 -0.444  0.32
H: 1.331 2.979 0.026  0.47
C: -0.687 -2.711 1.160  -0.73
C: 1.302 -0.097 -0.859  -0.63
H: -0.231 2.083 1.398  0.18

Calculated values
Kohn-Sham gap   10.412 eV
Molecular weight   118.18 Da
SMILES   CC(C)(C)O.CC=O
Lowest unoccupied orbital energy   0.9 eV



On energetic grounds, x is preferred over the next structure by 34.4 kJ/mol.



w | ORCA calculation (ωB97M-V with the def2-TZVPD basis set) on 3 unconnected molecules or ions with the total composition C6H14O2.

Last column: natural (NBO) charge in e.
CARTESIAN COORDINATES (ANGSTROEM)
C: -1.328 -2.304 0.465  -0.40
H: 0.148 -0.682 -1.991  0.22
C: -0.363 -1.636 -1.655  -0.65
H: -1.743 -2.412 1.410  0.20
H: 2.298 1.353 -2.442  0.48
C: -0.114 -0.136 0.297  0.01
C: -0.654 -1.389 -0.238  -0.02
H: 1.413 -1.129 1.067  0.19
C: -0.747 1.127 -0.148  -0.65
H: -1.754 1.329 0.340  0.22
H: -0.412 2.196 3.242  0.47
H: -1.020 1.019 -1.120  0.22
H: 3.265 1.029 -1.125  0.48
H: 1.396 0.564 1.662  0.19
H: -1.262 -1.849 -2.273  0.22
H: -1.650 -3.223 0.150  0.18
O: -0.475 3.055 2.753  -0.94
H: -0.484 2.809 1.853  0.47
C: 1.018 -0.187 1.069  -0.38
H: -0.120 2.009 -0.096  0.22
O: 2.326 1.022 -1.443  -0.96
H: 0.262 -2.567 -1.777  0.23

Calculated values
Kohn-Sham gap   9.455 eV
Molecular weight   118.18 Da
SMILES   C=C(C)C(=C)C.O.O
Lowest unoccupied orbital energy   0.5 eV



x | ORCA calculation (ωB97M-V with the def2-TZVPD basis set) on 3 unconnected molecules or ions with the total composition C6H14O2.

Last column: natural (NBO) charge in e.
CARTESIAN COORDINATES (ANGSTROEM)
H: 1.769 1.347 -1.361  0.22
H: -1.117 -3.096 -1.577  0.21
H: -0.698 -0.237 -4.058  0.21
H: -1.899 -0.925 0.507  0.20
H: 0.160 1.696 -1.951  0.21
H: 1.376 1.147 -3.039  0.21
H: 1.281 3.704 2.979  0.47
C: -1.309 -0.594 -3.226  -0.65
C: -1.207 -2.081 -1.192  -0.21
H: -2.423 -2.631 0.439  0.19
H: -1.936 0.302 -3.085  0.22
O: 1.803 -0.164 4.208  -0.97
H: 2.086 -0.591 5.016  0.48
C: -1.876 -1.841 -0.071  -0.37
C: 0.985 1.010 -2.032  -0.65
C: 0.584 -0.391 -1.693  -0.18
H: 0.395 4.202 4.136  0.47
H: 1.796 0.802 4.203  0.49
H: -1.941 -1.393 -3.602  0.22
C: -0.585 -0.982 -1.957  -0.04
O: 0.773 3.402 3.742  -0.95
H: 1.232 -0.895 -0.977  0.20

Calculated values
Kohn-Sham gap   9.167 eV
Molecular weight   118.18 Da
SMILES   C=C/C(C)=C/C.O.O
Lowest unoccupied orbital energy   0.6 eV



y | ORCA calculation (ωB97M-V with the def2-TZVPD basis set) on 2 unconnected molecules or ions with the total composition C6H14O2.

Last column: natural (NBO) charge in e.
CARTESIAN COORDINATES (ANGSTROEM)
H: -2.178 -0.821 -0.016  0.48
H: 1.609 -1.942 -0.503  0.22
C: 0.687 -0.152 -1.148  -0.39
H: -2.808 1.957 -0.188  0.19
O: -2.193 -1.814 -0.034  -0.96
C: -0.239 1.054 -0.701  -0.46
H: -2.973 1.385 1.570  0.21
H: -3.064 -2.065 -0.360  0.47
H: 1.440 0.331 -1.772  0.20
H: -0.823 0.212 1.288  0.21
H: 2.441 -1.113 1.803  0.19
C: -2.320 1.462 0.685  -0.40
H: 0.387 -1.388 0.685  0.22
H: 3.233 0.455 -0.519  0.47
H: 0.051 -0.646 -1.872  0.22
C: -1.126 0.929 0.522  -0.21
H: 0.261 2.008 -0.500  0.22
C: 1.174 -1.078 -0.003  -0.44
H: 1.783 0.486 1.370  0.16
O: 3.347 -0.027 0.299  -0.76
H: -0.845 1.234 -1.591  0.21
C: 2.156 -0.468 0.987  -0.05

Calculated values
Kohn-Sham gap   10.779 eV
Molecular weight   118.18 Da
SMILES   C=CCCCCO.O
Lowest unoccupied orbital energy   0.8 eV



On energetic grounds, y is preferred over the next structure by 25.4 kJ/mol.



w | ORCA calculation (ωB97M-V with the def2-TZVPD basis set) on 2 unconnected molecules or ions with the total composition C4H13NOS.

Last column: natural (NBO) charge in e.
CARTESIAN COORDINATES (ANGSTROEM)
H: -0.816 -1.012 1.758  0.21
H: 1.731 -0.028 0.343  0.21
H: 1.473 -1.319 3.050  0.11
H: -0.723 0.690 -1.038  0.34
H: 1.815 1.677 -1.801  0.21
N: 0.216 0.826 -0.677  -0.63
C: 0.662 -0.283 0.282  -0.07
H: -0.332 -2.151 0.056  0.21
H: 0.222 -1.525 -1.425  0.21
H: 0.632 0.550 -2.735  0.20
C: 1.174 0.810 -1.824  -0.45
C: -0.144 -0.160 1.556  -0.52
H: -3.845 1.634 0.696  0.47
C: 0.558 -1.689 -0.395  -0.64
O: -2.973 1.756 0.350  -0.94
H: 1.750 -0.137 -1.858  0.18
H: 1.471 -2.242 -0.357  0.22
H: -3.071 1.987 -0.569  0.47
S: 1.049 -0.057 2.970  -0.07
H: -0.849 0.672 1.620  0.26

Calculated values
Kohn-Sham gap   9.264 eV
Molecular weight   123.22 Da
SMILES   CN[C@H](C)CS.O
Lowest unoccupied orbital energy   0.7 eV



x | ORCA calculation (ωB97M-V with the def2-TZVPD basis set) on 2 unconnected molecules or ions with the total composition C4H13NOS.

Last column: natural (NBO) charge in e.
CARTESIAN COORDINATES (ANGSTROEM)
C: -1.400 0.539 -0.991  -0.50
H: -0.011 1.711 0.089  0.22
O: 2.381 -0.435 -2.678  -0.95
S: -3.120 -0.103 -0.890  -0.07
H: 2.698 -0.670 0.711  0.36
H: 0.450 -1.431 0.191  0.18
C: -0.925 1.148 0.326  -0.42
C: 0.683 -0.746 1.007  -0.22
H: 2.034 0.516 1.567  0.35
H: -0.753 -0.281 -1.272  0.21
H: -0.362 0.603 2.353  0.21
H: 1.964 -0.329 -1.827  0.48
H: -1.315 -0.615 1.554  0.20
H: -3.009 -1.009 0.087  0.11
N: 1.937 0.002 0.690  -0.84
H: 1.748 -0.844 -3.282  0.47
H: 0.841 -1.395 1.878  0.17
H: -1.653 1.380 -1.628  0.24
H: -1.660 1.833 0.730  0.22
C: -0.527 0.127 1.385  -0.41

Calculated values
Kohn-Sham gap   9.829 eV
Molecular weight   123.22 Da
SMILES   NCCCCS.O
Lowest unoccupied orbital energy   0.7 eV



On energetic grounds, x is preferred over the next structure by 95.5 kJ/mol.